# 1
Density functional theory data (wB97M-V/def2-TZVPD) for a molecular structure, N2O6Pt2 in a non-equilibrium geometry.

```
! wB97M-V def2-TZVPD RIJCOSX def2/J DEFGRID3
* xyz 2 5
Pt 1.6920 5.8130 -0.4317
Pt 1.2635 -1.1040 -1.2036
N -0.0343 2.6493 0.0320
O 0.4840 3.3565 0.9237
O -0.2837 1.4449 0.1583
O -0.1475 3.1777 -1.0531
N -0.8067 -3.8484 0.4041
O -0.7274 -3.5758 -0.7510
O -1.3447 -4.8453 0.8794
O -0.0953 -3.0680 1.0420
*
```

Output
Orbital gap (alpha / beta)   7.60 / 6.12 eV
HOMO level (alpha / beta)   -0.6755 / -0.6692 Eh

***

# 2
Density functional theory data (wB97M-V/def2-TZVPD) for a molecular structure, N2P2S in a non-equilibrium geometry.

```
! wB97M-V def2-TZVPD RIJCOSX def2/J DEFGRID3
* xyz 0 3
N 0.7601 1.0564 -0.0037
N -0.1775 -1.5548 0.0017
P -0.7421 1.4683 0.0016
P -1.4524 -0.7346 -0.0008
S 1.6120 -0.2353 0.0011
*
```

Output
Energy above the lowest of the compared OMol25 structures with the same formula, charge and spin   0.0 kJ/mol
Orbital gap (alpha / beta)   6.44 / 5.88 eV
HOMO level (alpha / beta)   -0.2652 / -0.3340 Eh